Entry from the OMol25 dataset: a structure of composition C4H10N2O2 at a distorted geometry (ωB97M-V/def2-TZVPD).

Output
max |F|: 14.296 eV/Å
energy above the lowest of the compared OMol25 structures with the same formula, charge and spin: 823.2 kJ/mol
net charge: 0
electronic energy: -418.14742 Eh
gap between HOMO and LUMO: 9.6 eV

XYZ file:
```
18
Properties=species:S:1:pos:R:3:forces:R:3:mulliken_charge:R:1
C 1.27835 0.47342 1.14422 0.01 -0.50 0.87 -0.69
C -0.08943 1.05302 0.62079 -0.84 -0.26 1.07 0.16
C -1.19206 -0.03527 0.46737 0.82 1.02 0.42 -0.84
C -0.73462 -1.13853 -1.62293 -7.99 4.02 4.13 -0.05
H 1.19104 -0.55694 -0.57345 3.94 -1.29 3.77 0.32
H 1.06239 0.28050 2.27386 1.13 0.21 -1.86 0.34
H 2.08078 1.18246 0.86608 -0.55 0.30 1.11 0.42
H 0.03850 1.29641 -0.39550 0.58 1.39 -1.36 0.32
H 0.56821 2.69905 1.73692 -5.63 -1.59 -1.12 0.38
H -1.43572 -0.29582 1.46022 -0.89 -0.57 1.11 0.42
H -2.06572 0.45429 -0.05243 0.84 -1.02 0.39 0.33
H 0.26500 -1.51775 0.19678 -0.02 -0.63 -0.21 0.52
H -1.65692 -0.54043 -2.17937 1.04 -1.66 2.33 0.23
H -0.10826 -2.16295 -3.33689 0.83 3.76 3.73 0.31
N -0.60602 -1.21482 -0.21910 -3.47 2.64 -1.03 -0.49
N 0.13901 -1.49788 -2.29455 7.52 -7.67 -9.44 -0.45
O 1.86050 -0.75555 0.45234 -4.48 2.91 -3.40 -0.64
O -0.59503 2.27678 1.45564 7.15 -1.06 -0.51 -0.58
```
Positions in Å, forces in eV/Å.